Below is a cluster of 2 separate species, C4H10NS2 in total in a non-equilibrium geometry, with properties calculated with the ωB97M-V functional and the def2-TZVPD basis.

```
17
Properties=species:S:1:pos:R:3:forces:R:3
C -1.2213 0.4632 0.1808 1.7652 -0.1082 -1.0196
C 1.5371 0.0306 -1.1660 4.4101 4.9702 1.9125
C -1.8495 -0.8224 0.3880 -3.1756 0.4717 -1.7442
C 1.6505 0.2070 0.2964 -0.6979 -2.1638 -0.2353
N 2.0663 1.2013 0.9989 -0.4214 -1.5892 -0.9790
S -1.8884 1.8203 -0.3607 -1.0873 0.1867 1.1016
S -0.8607 -2.2928 -0.0972 -0.2785 0.3888 0.0498
H 2.4435 -0.5031 -1.3613 0.3230 -1.0442 -0.7285
H 1.7217 1.0486 -1.5522 -0.6057 -0.5013 -0.7778
H 0.6493 -0.3712 -1.3370 -3.4577 -2.0251 -1.4603
H -2.0761 -0.8283 1.4176 -0.1932 -0.3720 1.6506
H -2.9286 -0.7705 -0.1086 2.0000 -0.7366 0.7125
H 1.5092 -0.8054 0.7079 -0.0335 0.8916 1.0843
H 2.2525 2.0525 0.4941 0.2063 0.6020 0.6364
H 2.1758 0.9959 1.9788 0.2870 0.9469 0.3072
H -3.2892 1.6978 -0.1315 0.8183 -0.1445 -0.6143
H -1.8921 -3.1235 -0.3480 0.1408 0.2271 0.1040
```
Positions in Å, forces in eV/Å.

Its multiplicity is 1. Its calculated total energy is -27460.24658 eV. The net charge is +1.